No. 1
ORCA calculation (ωB97M-V with the def2-TZVPD basis set) on a 2-piece molecular cluster, C14H14F5NO4 overall in a non-equilibrium geometry.

Properties
* structure (SMILES): CCCOOC(=O)OC(F)(F)c1cccc(C(F)(F)F)c1.CC#N
* net charge: 0
* E: -38008.7689 eV
* HOMO: -0.375 hartree
* 2S+1: 1
* M: 355.3 g/mol
* HOMO-LUMO gap: 10.110 eV

Geometry (Å):
C  2.583  -1.383  0.601
C  3.047  -0.059  -0.126
C  2.582  -0.006  -1.642
O  2.211  1.390  -1.884
O  1.098  1.370  -2.704
C  -0.026  1.795  -1.981
O  -0.955  2.208  -2.594
O  0.095  1.729  -0.589
C  -1.158  1.782  0.045
F  -1.763  3.021  -0.058
F  -0.901  1.632  1.429
C  -2.114  0.604  -0.331
C  -3.552  0.859  -0.447
C  -4.384  -0.314  -0.797
C  -3.789  -1.637  -1.048
C  -2.341  -1.838  -0.958
C  -1.635  -3.199  -1.250
F  -1.733  -3.409  -2.620
F  -0.276  -3.102  -1.002
F  -2.180  -4.256  -0.588
C  -1.501  -0.705  -0.574
H  2.408  -1.100  1.675
H  3.408  -2.146  0.518
H  1.627  -1.812  0.199
H  4.166  0.028  -0.148
H  2.590  0.839  0.360
H  3.401  -0.268  -2.363
H  1.712  -0.697  -1.838
H  -3.980  1.875  -0.284
H  -5.480  -0.127  -0.888
H  -4.453  -2.496  -1.307
H  -0.400  -0.801  -0.457
C  1.672  2.116  3.873
C  2.490  0.892  4.072
N  3.124  -0.054  4.230
H  2.088  2.716  3.063
H  0.646  1.847  3.624
H  1.672  2.706  4.789

Here are the Löwdin charges for atoms 1 to 8, given in e: C -0.093; C -0.196; C -0.146; O -0.108; O 0.044; C -0.447; O 0.200; O 0.119



No. 2
ORCA calculation (ωB97M-V with the def2-TZVPD basis set) on C45H35N2ORuS4 as an isolated structure.

Properties
* net charge: +1
* E: -98177.7969 eV
* <S²>: 6.03
* HOMO (spin up / spin down): -0.399 / -0.400 hartree
* 2S+1: 5
* M: 849.1 g/mol
* HOMO-LUMO gap (spin up / spin down): 7.911 / 6.339 eV

Geometry (Å):
Ru  1.208  0.251  -0.944
C  4.680  2.709  -0.148
C  4.120  3.978  -0.106
C  2.771  4.149  -0.367
C  1.968  3.052  -0.667
C  2.539  1.772  -0.724
C  3.893  1.610  -0.461
C  0.528  3.184  -0.958
C  -0.194  4.380  -0.737
C  -1.511  4.437  -1.073
C  -2.135  3.330  -1.692
C  -3.471  3.362  -2.153
C  -4.000  2.290  -2.812
C  -3.211  1.144  -3.040
C  -1.924  1.077  -2.585
C  -1.363  2.166  -1.886
N  -0.064  2.108  -1.454
H  5.734  2.573  0.060
H  4.736  4.837  0.126
H  2.354  5.147  -0.344
H  4.344  0.625  -0.497
H  0.296  5.228  -0.286
H  -2.087  5.336  -0.893
H  -4.057  4.258  -1.990
H  -5.019  2.321  -3.174
H  -3.628  0.309  -3.587
H  -1.309  0.211  -2.785
C  -3.898  -0.722  2.112
C  -4.440  -1.281  0.792
C  -4.931  -0.112  -0.074
C  -5.631  -2.185  1.109
C  -3.342  -2.020  0.021
C  -3.524  -3.329  -0.458
C  -2.592  -3.968  -1.254
C  -1.433  -3.279  -1.581
S  -0.142  -3.734  -2.658
C  0.608  -2.216  -2.391
N  -0.014  -1.442  -1.533
C  -1.203  -2.001  -1.071
C  -2.153  -1.369  -0.279
C  1.805  -1.706  -3.048
C  2.437  -2.389  -4.079
C  3.516  -1.806  -4.723
C  3.942  -0.543  -4.339
C  3.319  0.134  -3.294
C  2.244  -0.433  -2.619
H  -4.698  -0.207  2.647
H  -3.097  0.003  1.953
H  -3.522  -1.518  2.757
H  -5.728  0.427  0.442
H  -5.322  -0.470  -1.029
H  -4.125  0.595  -0.284
H  -6.373  -1.618  1.671
H  -5.338  -3.042  1.719
H  -6.118  -2.552  0.204
H  -4.433  -3.862  -0.221
H  -2.778  -4.965  -1.628
H  -1.961  -0.361  0.068
H  2.081  -3.364  -4.390
H  4.013  -2.328  -5.529
H  4.771  -0.076  -4.854
H  3.684  1.112  -3.014
O  0.814  0.071  0.933
C  1.538  -0.447  2.055
C  0.803  -1.656  2.599
C  -0.543  -1.842  2.646
C  -0.911  -3.054  3.289
C  0.171  -3.751  3.731
S  1.636  -2.955  3.358
C  1.591  0.647  3.098
C  1.247  0.572  4.413
C  1.431  1.802  5.102
C  1.904  2.784  4.290
S  2.134  2.231  2.688
C  2.928  -0.860  1.616
C  4.138  -0.545  2.148
C  5.222  -1.156  1.453
C  4.811  -1.916  0.404
S  3.102  -1.936  0.277
H  -1.240  -1.125  2.246
H  -1.929  -3.392  3.417
H  0.187  -4.696  4.250
H  0.877  -0.332  4.875
H  1.218  1.945  6.151
H  2.127  3.807  4.546
H  4.254  0.106  3.003
H  6.260  -1.033  1.726
H  5.412  -2.487  -0.285

Here are the Löwdin charges for atoms 1 to 8, given in e: Ru 1.583; C -0.056; C -0.061; C -0.034; C -0.212; C -0.243; C -0.121; C -0.203



Which of these has the highest E? C14H14F5NO4